[1]
75
Properties=species:S:1:pos:R:3 method="wB97M-V/def2-TZVPD" e_lumo_ev="4.1083 / 3.0288" spin_multiplicity=5 total_charge=-2 energy_ha=-4862.61310 homo_energy_ev="0.707 / -2.100" relative_energy_kj_mol=142.18
Pd -0.92601 -0.16489 0.14224
C 3.49229 0.61851 2.54364
C 3.17629 -0.80849 2.22734
C 4.19069 -1.74649 2.20854
C 3.94629 -3.06929 1.87924
C 2.65749 -3.44929 1.54614
C 1.60949 -2.54519 1.56164
C 0.22939 -3.02809 1.21954
C 1.84509 -1.19829 1.92644
N 0.81869 -0.29279 1.87564
C 0.54289 0.60541 2.86084
O 0.99889 0.52471 4.02304
C -0.38081 1.67501 2.47824
C -0.87281 2.58111 3.40894
C -1.72031 3.59621 3.01204
C -2.09141 3.66911 1.65544
C -1.63091 2.71621 0.77734
N -0.74631 1.77841 1.15874
C -2.12151 2.70341 -0.63776
O -2.76351 3.67071 -1.07926
N -1.86581 1.58081 -1.31876
C -2.13341 1.41041 -2.65756
C -1.63951 2.28261 -3.65206
C -0.81401 3.46031 -3.24776
C -1.92351 2.03031 -4.98396
C -2.66081 0.92231 -5.36856
C -3.11091 0.04211 -4.39946
C -2.86741 0.27291 -3.06026
C -3.34981 -0.67379 -2.01476
H 4.55959 0.76241 2.71594
H 2.94129 0.92471 3.43294
H 3.17039 1.25761 1.71414
H 5.19829 -1.42749 2.45204
H 4.75029 -3.79529 1.87614
H 2.45379 -4.47679 1.26804
H 0.27799 -3.75459 0.40824
H -0.42721 -2.18369 0.89954
H -0.24341 -3.49839 2.08584
H -0.59431 2.43961 4.44304
H -2.13001 4.30031 3.72474
H -2.77281 4.42241 1.29184
H -0.00751 3.12521 -2.58426
H -1.43371 4.15511 -2.67786
H -0.38381 3.97131 -4.10896
H -1.54341 2.70851 -5.74016
H -2.87731 0.74171 -6.41526
H -3.66871 -0.84029 -4.69036
H -3.97541 -1.45569 -2.44186
H -3.92201 -0.13379 -1.25416
H -2.47911 -1.14299 -1.50256
S 0.47819 -1.08799 -1.63906
Se -3.04811 -0.48289 1.42274
C -2.84281 -1.88709 2.68914
C -3.81501 -2.88059 2.78014
C -3.71241 -3.87639 3.72974
C -2.64601 -3.89109 4.61734
C -1.67381 -2.90659 4.52794
C -1.76601 -1.91539 3.57194
H -4.64801 -2.85639 2.09254
H -4.47001 -4.64989 3.77574
H -2.57291 -4.66559 5.37114
H -0.83081 -2.90949 5.20674
H -0.99811 -1.16009 3.50644
Te 1.34599 0.93921 -0.90606
C 2.88649 0.87591 -2.45846
C 3.98369 0.01831 -2.33306
C 4.95859 -0.02909 -3.30676
C 4.87569 0.78461 -4.43286
C 3.78049 1.63421 -4.57076
C 2.80579 1.67931 -3.59626
H 4.04629 -0.62129 -1.46076
H 5.79339 -0.71149 -3.20446
H 5.64739 0.75391 -5.19356
H 3.68979 2.25091 -5.45706
H 1.95049 2.33121 -3.71426



[2]
80
Properties=species:S:1:pos:R:3 method="wB97M-V/def2-TZVPD" e_lumo_ev=-0.9952 energy_ha=-5561.17050 homo_energy_ev=-8.180 relative_energy_kj_mol=0.00
Al -1.69828 0.81120 -0.50910
C -4.14564 -2.61698 -1.75321
C -3.04559 -1.69940 -1.31976
N -2.92624 -0.49734 -1.72099
N -3.80168 0.05316 -2.58583
C -3.80718 1.40821 -2.74556
N -4.82780 1.86802 -3.48650
S -2.62200 2.42134 -2.14349
C -2.02063 -2.08855 -0.31154
C -1.75240 -3.40070 0.03411
C -0.74713 -3.66077 0.95554
C -0.02287 -2.60918 1.48932
C -0.34093 -1.32077 1.09443
N -1.32932 -1.07214 0.23508
H -5.09525 -2.07867 -1.70031
H -4.22394 -3.47388 -1.09047
H -3.99198 -2.97950 -2.77293
H -4.61630 -0.47254 -2.85427
H -5.65629 1.31694 -3.63196
H -4.91514 2.86575 -3.55529
H -2.29837 -4.21367 -0.42559
H -0.53026 -4.68119 1.24668
H 0.77995 -2.77735 2.19488
H 0.20329 -0.45520 1.46172
C 4.70798 0.26780 3.30118
C 3.46576 0.93981 2.76339
C 3.47092 1.55852 1.51882
C 2.32818 2.15174 0.99226
C 2.35637 2.82525 -0.35600
C 1.15547 2.12114 1.74643
C 1.12111 1.52394 3.00598
C -0.13667 1.56587 3.84225
C 2.28354 0.93712 3.49771
C -0.09405 2.74097 1.17797
O -0.33338 3.92294 1.27924
O -0.86445 1.88835 0.55451
H 5.58941 0.54919 2.72322
H 4.61033 -0.82043 3.25377
H 4.88089 0.53606 4.34513
H 4.38919 1.57483 0.93802
H 3.28304 2.59571 -0.88299
H 2.27654 3.90779 -0.23982
H 1.51912 2.49668 -0.97773
H -0.19908 2.51131 4.38549
H -0.14972 0.75908 4.57751
H -1.03721 1.48800 3.22771
H 2.26807 0.47428 4.48268
Br -3.39589 1.94964 5.75936
C -4.23986 0.81184 4.50009
C -5.07255 -0.19764 4.95518
C -5.68785 -1.03238 4.03080
C -5.48359 -0.84093 2.67103
C -4.64436 0.17578 2.23415
C -4.00606 1.00365 3.15036
C -4.42303 0.38654 0.76056
O -5.31495 0.12000 -0.04505
O -3.25404 0.84015 0.48163
H -5.23419 -0.32871 6.01709
H -6.33479 -1.82957 4.37730
H -5.97074 -1.47463 1.93979
H -3.33251 1.77632 2.80013
C 6.00965 -2.17580 -5.24815
C 7.12490 -1.39050 -4.60087
O 8.28086 -1.70385 -4.68861
S 6.75427 0.16316 -3.75869
C 5.01776 0.09696 -3.39177
C 4.57024 -0.68119 -2.32619
C 3.23166 -0.66663 -1.97139
C 2.31623 0.14153 -2.65797
C 2.77476 0.89669 -3.73947
C 4.11386 0.88006 -4.10078
C 0.95788 0.24267 -2.19271
C -0.18739 0.33717 -1.78641
H 6.22264 -3.23996 -5.15430
H 6.01584 -1.92331 -6.31099
H 5.03091 -1.94935 -4.84163
H 5.28225 -1.28307 -1.77348
H 2.88272 -1.26007 -1.13505
H 2.07151 1.51316 -4.28457
H 4.46452 1.47948 -4.93106



[3]
78
Properties=species:S:1:pos:R:3 method="wB97M-V/def2-TZVPD" e_lumo_ev="-0.3224 / -0.2084" spin_multiplicity=2 energy_ha=-7381.79025 homo_energy_ev="-5.762 / -5.702" relative_energy_kj_mol=0.00
Ru 0.13105 0.02811 0.33414
C -2.29850 -2.07607 1.46619
C -2.51534 -1.72753 0.02475
C -3.63359 -2.14672 -0.66528
C -3.78251 -1.84304 -2.01473
C -2.80713 -1.05719 -2.65302
C -2.86926 -0.63632 -3.99861
Br -4.33454 -1.17707 -5.08708
C -1.92738 0.21615 -4.54919
C -0.91752 0.70671 -3.75130
Br 0.31354 1.96713 -4.43700
C -0.78585 0.36061 -2.38230
O 0.06884 0.95222 -1.63857
C -1.71942 -0.60023 -1.86807
N -1.56541 -0.97799 -0.56703
H -2.05553 -3.13306 1.57001
H -3.19855 -1.87765 2.04729
H -1.46324 -1.47675 1.86138
H -4.39559 -2.71130 -0.15203
H -4.64967 -2.17503 -2.56288
H -1.99186 0.51642 -5.58433
N -1.50077 1.44408 2.92933
P 0.15121 1.31603 2.21983
C 0.91324 0.91283 3.81405
C 1.46965 -0.34379 4.01887
C 2.07352 -0.64490 5.22536
C 2.09909 0.29852 6.23953
C 1.49497 1.53418 6.06090
C 0.89509 1.84046 4.85411
C 0.46910 3.10246 2.04457
C -0.44216 3.96393 1.44377
C -0.13755 5.30677 1.30115
C 1.07420 5.80003 1.75739
C 1.98922 4.94348 2.34998
C 1.69285 3.60427 2.48485
C -2.53698 1.31610 2.06324
C -3.85430 1.05094 2.46843
C -4.84392 1.02545 1.51224
C -4.50984 1.26010 0.18220
C -3.18294 1.47589 -0.13253
N -2.21588 1.49315 0.77477
H -1.68247 1.19767 3.89715
H 1.42350 -1.07476 3.22118
H 2.52618 -1.61501 5.37854
H 2.58576 0.07130 7.17705
H 1.49688 2.26028 6.86245
H 0.40971 2.79550 4.71281
H -1.37839 3.57394 1.07221
H -0.84541 5.96906 0.82260
H 1.31319 6.84451 1.63530
H 2.93892 5.32214 2.69954
H 2.40881 2.92745 2.93407
H -4.07391 0.85498 3.50689
H -5.86577 0.82241 1.79483
H -5.25811 1.25130 -0.59296
H -2.88137 1.64641 -1.15878
O 1.47227 -1.44964 -0.80664
N 1.36804 -2.74505 -0.78543
C 0.93761 -3.39227 0.33026
C 0.94661 -4.75842 0.40061
C 1.38397 -5.51482 -0.68805
C 1.76498 -4.82888 -1.84593
C 1.74026 -3.46268 -1.88054
H 0.61676 -2.74468 1.14086
H 0.62487 -5.23842 1.31118
H 1.41652 -6.59034 -0.63952
H 2.09582 -5.36365 -2.72271
H 2.01429 -2.87862 -2.74563
C 4.15624 0.07392 1.38665
O 2.76231 -0.02516 1.59540
C 1.91984 0.89018 1.05188
C 2.44590 1.81940 0.01035
H 4.54309 1.00552 1.81362
H 4.42696 0.02106 0.32803
H 4.60108 -0.76739 1.91826
H 3.31435 2.39581 0.33588
H 1.66017 2.50725 -0.30052
H 2.73425 1.21902 -0.86049



[4]
74
Properties=species:S:1:pos:R:3 method="wB97M-V/def2-TZVPD" e_lumo_ev="-0.8693 / -0.8688" energy_ha=-4893.28096 homo_energy_ev="-6.923 / -6.924" relative_energy_kj_mol=260.77
Pt 1.27441 0.11704 -0.24878
C 1.85105 0.80724 2.99548
P 0.77859 1.60075 1.70834
C 0.94781 3.39374 1.94537
C 1.88427 4.01559 2.76177
C 1.89239 5.39606 2.87088
C 0.98023 6.16221 2.16431
C 0.07321 5.54705 1.31366
C 0.06588 4.17287 1.19595
C -0.83606 1.30190 2.50751
C -1.53612 0.13312 2.23486
C -2.70699 -0.16120 2.90878
C -3.18700 0.71397 3.86841
C -2.50085 1.88735 4.13823
C -1.33010 2.18103 3.46520
C 1.93449 -0.64875 2.66624
C 2.36236 -1.75994 3.38925
C 2.25796 -2.86422 2.53182
C 1.78568 -2.38178 1.31259
C 1.49959 -2.95691 -0.03780
P -0.12709 -2.14968 -0.51399
C -0.15979 -1.78952 -2.31070
C -1.38789 -1.31098 -2.77010
C -1.53394 -0.88500 -4.07430
C -0.45307 -0.91603 -4.94075
C 0.76736 -1.39232 -4.49350
C 0.92337 -1.81226 -3.18135
C -1.10087 -3.72455 -0.55021
C -1.92469 -4.04152 0.52122
C -2.59902 -5.25030 0.54094
C -2.45273 -6.13647 -0.51246
C -1.64315 -5.81708 -1.59124
C -0.96305 -4.61496 -1.60983
N 1.58007 -1.05361 1.42830
H 1.41606 0.98358 3.98779
H 2.85013 1.25890 2.95558
H 2.59308 3.42542 3.32306
H 2.61605 5.87417 3.51517
H 0.98269 7.23723 2.27028
H -0.62187 6.14476 0.74302
H -0.63241 3.67426 0.53612
H -1.14701 -0.56025 1.50097
H -3.23695 -1.07785 2.69038
H -4.08399 0.47767 4.41979
H -2.86550 2.57145 4.89089
H -0.79085 3.08843 3.69372
H 2.71446 -1.75393 4.40502
H 2.50675 -3.88216 2.75978
H 1.44314 -4.04706 -0.04080
H 2.27571 -2.62830 -0.74236
H -2.23224 -1.28597 -2.09037
H -2.49204 -0.52338 -4.41607
H -0.57122 -0.58668 -5.96315
H 1.60696 -1.42042 -5.17222
H 1.88821 -2.16720 -2.84266
H -2.01894 -3.34533 1.34464
H -3.23430 -5.50506 1.37735
H -2.96156 -7.08743 -0.49413
H -1.53546 -6.51135 -2.41313
H -0.31079 -4.36241 -2.43616
Br 3.89481 0.42393 -0.38860
N -1.09446 1.64326 -1.31474
C -0.16645 1.79673 -2.29295
C -0.35614 2.68104 -3.36216
C 0.65470 2.83784 -4.28257
C 1.82224 2.09218 -4.14516
C 1.93357 1.24610 -3.06554
N 0.97540 1.10615 -2.14433
H -2.04124 1.93336 -1.47900
H -0.92431 0.87186 -0.66980
H -1.27909 3.23947 -3.42794
H 0.53927 3.53739 -5.09465
H 2.63385 2.17019 -4.85026
H 2.83342 0.66655 -2.91893



[5]
81
Properties=species:S:1:pos:R:3 method="wB97M-V/def2-TZVPD" e_lumo_ev=3.3174 total_charge=-2 energy_ha=-2450.89998 homo_energy_ev=-1.850 relative_energy_kj_mol=25.24
Cs -0.06067 0.55816 -0.25832
O 2.05651 -0.91605 0.91080
C 1.83827 -1.61738 -0.12275
N 0.72200 -2.24695 -0.38744
C 0.54277 -2.98202 -1.59423
C 1.19488 -4.19800 -1.80079
C 0.97041 -4.97402 -2.93606
C 0.05253 -4.52404 -3.87962
C -0.62037 -3.32378 -3.68280
C -0.39616 -2.51834 -2.55457
N -0.94798 -1.24431 -2.39713
C -2.17764 -0.99946 -2.81777
O -3.07396 -1.78950 -3.20262
C -2.55591 0.50157 -2.85268
C -3.85834 0.83484 -3.22225
C -4.21617 2.17021 -3.28619
C -3.26438 3.13924 -2.99026
C -1.98997 2.72334 -2.64374
N -1.63440 1.43276 -2.58578
C 2.99845 -1.64152 -1.09883
C 4.10079 -2.45513 -0.83180
C 5.17400 -2.43349 -1.69822
C 5.12782 -1.58975 -2.80360
C 3.99977 -0.80607 -2.97654
N 2.95059 -0.81677 -2.14715
H 1.87870 -4.54082 -1.02998
H 1.49299 -5.91496 -3.07037
H -0.15239 -5.11099 -4.76945
H -1.35093 -2.98295 -4.40422
H -4.54220 0.02519 -3.43492
H -5.22787 2.45631 -3.55661
H -3.49671 4.19669 -3.01308
H -1.22293 3.44461 -2.37608
H 4.08690 -3.09558 0.04311
H 6.03501 -3.06841 -1.52348
H 5.94290 -1.53980 -3.51507
H 3.92726 -0.13186 -3.82492
O -1.32768 -3.35217 1.37309
C -2.37265 -3.35118 0.44404
C -3.18327 -2.06579 0.37742
C -4.38618 -2.07044 -0.32824
C -5.10054 -0.90000 -0.45680
C -4.59991 0.25951 0.12216
C -3.39921 0.17744 0.80124
N -2.69789 -0.96079 0.94095
H -0.57994 -2.84578 0.97637
H -3.05755 -4.16090 0.70776
H -2.02366 -3.55964 -0.57575
H -4.71291 -2.98185 -0.81876
H -6.01760 -0.87941 -1.03554
H -5.09642 1.21492 0.01450
H -2.96057 1.06033 1.25880
C 4.23174 -0.93614 2.96706
N 3.47319 0.16750 3.53993
C 2.43234 -0.20618 4.48564
C 3.33950 1.36371 2.87430
C 4.12288 1.51439 1.59113
O 2.60392 2.25087 3.27546
H 4.42670 -1.65602 3.76398
H 5.19714 -0.59308 2.59722
H 3.68356 -1.42553 2.15891
H 2.87680 -0.65657 5.37778
H 1.74630 -0.92443 4.02688
H 1.87943 0.68274 4.77000
H 5.19932 1.46226 1.77208
H 3.87271 2.47739 1.15766
H 3.84164 0.70998 0.90480
I -1.54752 6.38417 6.34450
C -1.32436 5.49842 4.46107
C -0.34085 5.97173 3.60229
C -0.21437 5.38439 2.34790
C -1.03417 4.33130 1.95776
C -1.99170 3.86139 2.84975
C -2.15676 4.44606 4.10259
C -0.86098 3.71433 0.56867
O -0.25592 4.41517 -0.26917
O -1.32132 2.54654 0.41698
H 0.31500 6.77728 3.90588
H 0.53030 5.73515 1.64289
H -2.60248 3.01737 2.55204
H -2.90963 4.08054 4.78818



[6]
95
Properties=species:S:1:pos:R:3 method="wB97M-V/def2-TZVPD" e_lumo_ev="-4.4746 / -5.3135" spin_multiplicity=4 total_charge=+1 energy_ha=-7788.79503 homo_energy_ev="-10.476 / -10.751" relative_energy_kj_mol=650.02
Tc -0.43827 -0.93754 1.20696
C 4.15742 1.13875 2.62917
C 2.05060 2.38248 1.28044
N 1.81584 0.31597 2.32018
C 1.85110 -0.22940 3.58634
C 3.08100 -0.17043 4.26129
N 4.12764 0.46578 3.80835
C 0.57781 -0.70686 4.09920
C 0.42543 -0.91159 5.46898
C -0.81827 -1.16056 6.02396
C -1.91112 -1.18464 5.15871
C -1.71434 -1.02031 3.80247
N -0.48664 -0.82557 3.25291
C -2.81708 -1.03041 2.83643
C -4.16331 -0.89100 3.16422
N -5.11527 -0.84801 2.24906
C -4.73677 -0.93043 0.97863
C -3.40754 -1.05279 0.62017
N -2.44037 -1.10738 1.54136
C -1.00528 -1.31821 7.47773
C -0.24695 -0.58358 8.38526
C -0.50911 -0.72525 9.74028
N -1.44935 -1.53226 10.21062
C -2.16285 -2.24760 9.35263
C -1.97914 -2.17797 7.97973
H 4.83645 1.98173 2.59929
H 2.35573 2.91901 0.38831
H 3.20938 -0.63392 5.23220
H 1.29513 -0.86230 6.10640
H -2.91034 -1.32046 5.54249
H -4.48407 -0.78393 4.19220
H -5.51908 -0.89008 0.23289
H -3.10974 -1.08840 -0.41693
H 0.50967 0.11245 8.04913
H 0.05550 -0.16960 10.47926
H -2.91199 -2.90129 9.78296
H -2.56843 -2.79540 7.31526
N 0.83944 2.63041 1.78341
C 2.75017 1.29250 1.86035
N 3.92361 0.64575 1.28539
N 3.72871 -0.63224 0.79810
N 2.56634 -1.06140 0.63531
N 1.50334 -0.58069 1.24012
C -0.35140 2.50710 1.02736
N -1.05769 3.42508 0.40831
N -2.12549 2.77652 -0.04134
N -2.06588 1.52335 0.28666
N -0.94969 1.30175 0.98058
H 0.69735 2.17492 2.67903
C -1.62158 -3.47675 -1.47477
O -1.36591 -2.44921 -2.44273
C -0.67615 -1.38980 -2.07586
O -0.46886 -1.13602 -0.88714
C -0.25700 -0.54123 -3.22000
C 0.15976 -1.17611 -4.32617
As 0.92190 -0.40123 -5.97606
C -0.74138 0.14898 -6.91780
C 1.42480 1.38838 -5.34385
C 1.28407 1.88225 -4.11043
As 0.05406 1.32027 -2.68719
C -1.55982 2.08268 -3.53023
C 2.17700 2.95251 -3.56901
O 2.27289 3.14353 -2.37240
O 2.88420 3.61495 -4.46528
C 3.80341 4.60296 -3.98276
C 2.42340 1.89999 -6.35259
O 3.40004 1.23804 -6.58044
O 2.16835 3.00085 -7.06127
C 0.96721 3.74693 -6.86509
C 0.52342 -2.63829 -4.15534
O 1.19511 -2.96239 -3.20885
O 0.16994 -3.54997 -5.05469
C -0.69369 -3.22564 -6.13920
H -2.47602 -4.03776 -1.83932
H -1.82994 -3.05040 -0.49488
H -0.74397 -4.12135 -1.41666
H -1.21251 -0.70999 -7.39069
H -0.44295 0.83933 -7.70733
H -1.45546 0.63809 -6.26121
H -1.66403 1.74429 -4.55804
H -1.48698 3.16780 -3.49188
H -2.42725 1.78603 -2.94374
H 4.13802 5.14986 -4.85802
H 4.64846 4.11874 -3.49521
H 3.30819 5.26425 -3.27367
H 1.09878 4.66728 -7.42654
H 0.80017 3.98847 -5.81822
H 0.10517 3.20474 -7.25845
H -1.11746 -4.16780 -6.47530
H -0.12773 -2.78236 -6.96187
H -1.49758 -2.55765 -5.82206
Cl 1.10517 -3.40962 2.84725
C 0.07071 -3.03434 1.43849
H -0.79433 -3.69208 1.54632
H 0.65420 -3.36319 0.57837